Record 1
Entry from OMol25: a cluster of 3 separate species, C26H37N2O5 in total at a distorted geometry (ωB97M-V with the def2-TZVPD basis set).

## Properties
Charge: -1
Gap between HOMO and LUMO in eV: 6.461
Lowest unoccupied orbital energy in eV: 2.5
Electronic energy in eV: -40776.1669

```
70
Properties=species:S:1:pos:R:3:forces:R:3:nbo_charge:R:1
C 0.735693 -1.399097 1.516420 0.6 -0.1 -0.7 -0.593
C 0.925203 -0.384123 0.579385 -0.3 0.0 0.5 0.059
N 0.068040 -0.026282 -0.454493 1.4 -1.8 -0.2 -0.339
N -0.672180 -1.174663 -0.820905 -1.2 0.4 -0.7 -0.684
C -0.784657 1.160304 -0.232941 -0.8 0.9 -1.0 0.023
C -1.676941 1.271153 -1.516637 -0.1 -0.5 0.1 -0.384
C -3.078613 0.658439 -1.428784 -0.3 0.5 -0.9 -0.391
C -4.213912 1.668730 -1.154455 -0.1 -0.7 -0.3 -0.429
C -5.325459 1.079285 -0.285062 -0.2 0.9 -0.2 -0.043
O -5.480700 1.854091 0.887260 -0.3 -0.4 0.0 -0.542
C -5.715842 1.102194 2.056837 0.0 0.5 0.2 -0.245
C -0.013852 2.487711 -0.186326 1.0 -0.8 -0.1 -0.392
C 0.898366 2.776122 1.002516 -0.2 1.0 0.4 -0.393
C 0.196786 3.242241 2.289327 0.5 -0.4 -0.1 -0.431
C -0.616803 4.501574 2.110651 0.4 0.1 0.1 -0.068
O -1.058320 5.029825 3.388530 -0.3 -0.3 0.0 -0.567
C -1.930683 4.215440 4.039776 -1.4 0.0 0.1 0.666
O -3.128994 4.307738 3.974783 1.0 0.2 0.0 -0.531
C -1.756804 1.099890 0.971893 -1.0 -0.1 1.2 0.742
O -2.370279 2.179119 1.185826 0.6 -0.5 -0.3 -0.785
O -1.916179 0.020750 1.604269 0.4 0.4 -0.7 -0.778
H 0.774625 -2.459607 1.322725 -1.8 -0.2 -0.3 0.187
H 0.589104 -1.073210 2.540083 1.8 -0.1 0.5 0.222
H 1.879410 0.134887 0.593504 -0.7 1.5 1.0 0.184
H -0.058554 -1.942509 -1.027811 0.2 0.0 0.2 0.347
H -1.362899 -1.410817 -0.108761 0.3 -0.1 0.4 0.390
H -1.782436 2.308421 -1.819479 0.0 0.3 0.2 0.198
H -1.149118 0.788528 -2.334585 0.3 -0.1 0.0 0.211
H -3.301926 0.260747 -2.421295 0.1 -0.3 -0.1 0.189
H -3.142311 -0.200761 -0.774913 0.2 0.0 0.4 0.214
H -3.844312 2.593431 -0.730727 0.0 0.0 0.4 0.247
H -4.672476 1.914788 -2.113026 0.1 0.2 -0.2 0.174
H -6.275959 1.130347 -0.831294 -0.1 -0.1 -0.1 0.142
H -5.135658 0.028934 -0.075060 0.2 -0.1 0.3 0.164
H -6.178127 0.135763 1.855236 0.1 -0.2 -0.1 0.149
H -4.779669 0.990664 2.599534 0.1 -0.3 0.1 0.207
H -6.411991 1.664992 2.677295 -0.1 0.1 0.1 0.165
H 0.588359 2.538157 -1.098975 0.1 -0.1 -0.1 0.192
H -0.745396 3.277367 -0.272867 -0.2 0.1 0.1 0.231
H 1.574651 1.981097 1.287333 0.0 -0.3 -0.2 0.210
H 1.543709 3.611880 0.712741 0.1 0.1 -0.1 0.183
H -0.359915 2.416059 2.722023 -0.4 0.0 0.0 0.229
H 0.997349 3.485112 2.990852 0.0 0.0 0.2 0.189
H -1.460926 4.390666 1.439824 -0.2 -0.2 0.1 0.222
H 0.052211 5.270477 1.733193 0.0 0.2 -0.1 0.170
H -1.476276 3.476637 4.715947 0.3 0.0 -0.1 0.099
C 2.118269 -0.365265 -3.172801 0.0 -0.1 0.0 -0.143
C 3.024386 -1.356568 -3.526184 0.0 0.0 0.0 -0.226
C 4.030400 -1.086732 -4.444631 0.0 0.0 0.0 -0.226
C 4.135822 0.178800 -5.004625 0.0 0.0 0.0 -0.226
C 3.232261 1.171352 -4.649095 0.0 0.0 0.0 -0.217
C 2.222278 0.898064 -3.736587 0.0 0.0 0.0 -0.231
H 1.332207 -0.570202 -2.458162 0.0 0.1 0.0 0.225
H 2.946124 -2.342186 -3.084286 0.0 0.0 0.0 0.204
H 4.732980 -1.862441 -4.723377 0.0 0.0 0.0 0.204
H 4.922579 0.391731 -5.717754 0.0 0.0 0.0 0.203
H 3.315435 2.159443 -5.084360 0.0 0.0 0.0 0.206
H 1.514018 1.669365 -3.461151 0.0 0.0 0.0 0.219
C 3.249257 -6.158870 0.036811 0.0 0.0 0.0 -0.215
C 3.742633 -7.134846 0.892031 0.0 0.0 0.0 -0.220
C 4.124683 -6.797818 2.182965 0.0 0.0 0.0 -0.218
C 4.005497 -5.485955 2.622099 0.0 0.0 0.0 -0.218
C 3.508231 -4.511294 1.768737 0.0 0.1 0.0 -0.197
C 3.134129 -4.847026 0.474815 0.0 0.0 0.0 -0.213
H 2.954280 -6.420886 -0.971381 0.0 0.0 0.0 0.209
H 3.830009 -8.159032 0.551634 0.0 0.0 0.0 0.206
H 4.515052 -7.558098 2.847837 0.0 0.0 0.0 0.206
H 4.299495 -5.223446 3.630227 0.0 0.0 0.0 0.210
H 3.412081 -3.487645 2.108479 0.0 0.0 0.0 0.226
H 2.752553 -4.082938 -0.190606 0.0 0.0 0.0 0.218
```
Forces are in eV/Å.

=====

Record 2
Entry from OMol25: a structure of composition C26H37N9O5PS2Tl (ωB97M-V with the def2-TZVPD basis set).

## Properties
Relative energy (zero: lowest compared OMol25 entry of this formula, charge and spin) in eV: 0.834
Charge: +2
Gap between HOMO and LUMO in eV: 6.786
Lowest unoccupied orbital energy in eV: -5.6
Electronic energy in eV: -86853.9291

```
81
Properties=species:S:1:pos:R:3:forces:R:3:lowdin_charge:R:1
Tl 0.392063 0.148739 0.429794 0.0 0.0 0.1 0.899
C 2.180961 0.867754 5.192035 0.0 0.0 0.0 -0.005
C 1.803107 1.061078 3.751777 0.0 0.0 0.0 -0.237
N 0.688885 0.679159 3.252429 0.0 0.0 0.0 0.031
N -0.183930 0.020777 4.066115 0.0 0.0 0.0 -0.016
C -1.465082 -0.231675 3.683817 0.0 0.0 0.0 -0.878
N -2.160655 -0.979512 4.559189 0.0 0.1 0.0 0.102
S -2.165723 0.329897 2.276734 0.0 0.0 -0.1 0.553
C 2.756088 1.718041 2.801909 0.0 0.0 0.0 -0.211
C 3.896852 2.379572 3.239950 0.0 0.0 0.0 0.005
C 4.725156 2.991611 2.308756 0.0 0.0 0.0 -0.031
C 4.396317 2.926062 0.968694 0.0 0.0 0.0 -0.033
C 3.245386 2.235615 0.615472 0.0 0.0 -0.1 -0.127
N 2.452092 1.646376 1.500380 0.0 0.0 0.0 0.023
H 1.319566 0.992106 5.849034 0.0 0.0 0.0 0.087
H 2.602295 -0.128767 5.350494 0.0 0.0 0.0 0.108
H 2.922205 1.586223 5.521909 0.0 0.0 0.0 0.072
H 0.139223 -0.335209 4.954633 0.0 0.0 0.0 0.135
H -1.815298 -1.201739 5.478615 0.0 0.0 0.0 0.114
H -3.144956 -1.090479 4.388633 0.0 0.0 0.0 0.099
H 4.151580 2.436788 4.286129 0.0 0.0 0.0 0.106
H 5.613294 3.514854 2.636266 0.0 0.0 0.0 0.121
H 5.011635 3.391567 0.211848 0.0 0.0 0.0 0.110
H 2.946140 2.150119 -0.427190 0.0 0.0 0.0 0.087
O 2.017147 -4.487877 1.452939 0.0 0.0 0.0 0.143
C 1.341495 -3.432562 0.998343 0.0 0.0 0.0 -0.456
O 1.398902 -2.338442 1.500348 0.0 0.0 0.0 0.020
C 0.508484 -3.778697 -0.206850 0.0 0.0 0.0 -0.157
C 0.522905 -5.058191 -0.755787 0.0 0.0 0.0 0.045
C -0.274221 -5.313943 -1.858648 0.0 0.0 0.0 0.001
C -1.054819 -4.289917 -2.368712 0.0 0.0 0.0 0.043
C -0.978363 -3.047560 -1.752059 0.0 0.0 0.0 -0.164
N -0.218054 -2.784051 -0.697571 0.0 0.0 0.0 0.183
C -1.805911 -1.933950 -2.311435 0.1 0.0 -0.2 -0.439
O -2.725673 -2.089580 -3.076121 0.0 0.0 0.0 0.110
O -1.404009 -0.737555 -1.849643 -0.3 0.0 0.5 -0.427
H 2.544749 -4.208606 2.216888 0.0 0.0 0.0 0.148
H 1.143097 -5.828209 -0.322148 0.0 0.0 0.0 0.130
H -0.288999 -6.295782 -2.310952 0.0 0.0 0.0 0.127
H -1.705479 -4.434862 -3.219228 0.0 0.0 0.0 0.132
C 3.881786 -0.151181 -4.783521 0.0 0.0 0.0 -0.091
N 3.145153 0.059363 -3.547087 0.0 0.1 0.0 -0.298
C 3.799096 -0.481939 -2.365115 0.0 0.0 0.0 -0.087
P 1.915729 1.144877 -3.375318 0.1 0.0 0.0 0.496
O 0.986504 0.719796 -2.288319 -0.1 0.0 -0.1 -0.478
N 1.149845 1.248870 -4.836322 0.0 0.0 0.0 -0.300
C 1.438753 2.254578 -5.846990 0.0 0.0 0.0 -0.085
C 0.478522 0.061423 -5.347249 0.0 0.0 0.0 -0.104
N 2.560412 2.626775 -3.022713 0.0 0.0 -0.1 -0.310
C 1.672642 3.703456 -2.605320 0.0 0.0 0.0 -0.096
C 3.853270 3.077173 -3.514613 0.0 0.0 0.0 -0.082
H 3.963472 -1.220636 -4.990725 0.0 0.0 0.0 0.094
H 4.896005 0.256611 -4.725055 0.0 0.0 0.0 0.086
H 3.372996 0.319721 -5.620624 0.0 0.0 0.0 0.065
H 4.011307 -1.542873 -2.516097 0.0 0.0 0.0 0.090
H 3.145122 -0.382504 -1.500226 0.0 0.0 0.0 0.057
H 4.747431 0.026268 -2.157134 0.0 0.0 0.0 0.090
H 1.770034 3.180593 -5.384985 0.0 0.0 0.0 0.062
H 0.527827 2.468102 -6.409021 0.0 0.0 0.0 0.093
H 2.201748 1.927703 -6.561908 0.0 0.0 0.0 0.086
H 0.332710 -0.657297 -4.541020 0.0 0.0 0.0 0.069
H 1.062155 -0.423473 -6.136852 0.0 0.0 0.0 0.090
H -0.496702 0.328502 -5.760957 0.0 0.0 0.0 0.086
H 0.739473 3.286455 -2.230670 0.0 0.0 0.0 0.074
H 1.451967 4.392587 -3.427829 0.0 0.0 0.0 0.086
H 2.139602 4.279106 -1.802472 0.0 0.0 0.0 0.087
H 4.483602 2.228140 -3.766379 0.0 0.0 0.0 0.067
H 4.357164 3.654989 -2.736408 0.0 0.0 0.0 0.086
H 3.761534 3.717558 -4.398034 0.0 0.0 0.0 0.087
S -1.824791 0.747584 -2.464452 0.1 -0.1 -0.4 1.127
C -3.564192 0.897625 -2.280201 0.0 0.1 0.2 -0.446
N -4.439051 -0.114597 -2.357114 0.0 -0.1 0.0 0.118
C -5.773804 0.057115 -2.269135 0.0 0.0 0.0 -0.001
C -6.295953 1.311875 -2.116993 0.0 0.0 0.0 -0.003
C -5.416261 2.394315 -2.057662 0.0 0.0 0.0 0.010
C -4.052266 2.192351 -2.126087 0.0 -0.1 0.0 -0.043
H -4.050151 -1.040664 -2.574573 0.0 0.0 0.0 0.124
H -6.369889 -0.840922 -2.337979 0.0 0.0 0.0 0.150
H -7.364493 1.447486 -2.047976 0.0 0.0 0.0 0.130
H -5.802307 3.397059 -1.931777 0.0 0.0 0.0 0.134
H -3.359120 3.017526 -2.040427 0.0 0.0 0.0 0.125
```
Forces are in eV/Å.